1.
Computed, not measured: a molecular structure, C19H22IrN8O6S2 at a distorted geometry, with ωB97M-V with the def2-TZVPD basis set.

Last column: Löwdin charge in e.
Positions of all 58 atoms, in Å:
Ir -0.851 1.240 -0.330  1.438
O 1.336 -1.543 -4.930  0.151
C 1.016 -2.399 -3.976  -0.497
O 1.307 -3.565 -4.007  0.125
C 0.250 -1.861 -2.811  -0.037
C -0.273 -2.646 -1.794  0.030
N -0.876 -1.832 -0.919  0.076
N -0.792 -0.560 -1.319  -0.107
C -0.092 -0.555 -2.451  -0.150
C 0.210 0.808 -2.986  -0.540
O 0.618 0.952 -4.126  0.099
O 0.001 1.744 -2.121  -0.120
H 1.052 -0.614 -4.736  0.079
H -0.233 -3.715 -1.667  0.152
H -1.317 -2.015 -0.019  0.143
N 1.009 3.289 1.926  0.126
C -0.192 3.691 1.493  -0.650
N -0.857 3.160 0.483  -0.067
C -2.077 3.811 0.300  -0.328
C -2.334 4.815 1.152  -0.311
S -1.018 5.002 2.250  1.118
C -2.905 3.283 -0.768  -0.311
C -3.939 3.845 -1.414  -0.306
S -4.537 2.767 -2.621  1.127
C -3.339 1.607 -2.188  -0.637
N -2.554 2.009 -1.209  -0.067
N -3.277 0.410 -2.793  0.146
H 1.467 2.537 1.433  0.060
H 1.520 3.843 2.588  0.110
H -3.221 5.418 1.231  0.091
H -4.369 4.821 -1.274  0.091
H -3.862 0.208 -3.584  0.116
H -2.517 -0.209 -2.578  0.075
C -2.862 -0.227 3.263  0.012
C -2.038 -0.054 2.018  -0.644
O -2.143 1.086 1.411  -0.131
O -1.308 -0.977 1.614  -0.059
H -3.634 -0.974 3.079  0.092
H -3.334 0.708 3.549  0.082
H -2.229 -0.591 4.071  0.088
N 1.042 0.817 0.435  0.062
C 1.477 -0.253 0.648  -0.196
N 1.953 -1.418 0.872  -0.043
C 2.883 -2.087 -0.063  -0.113
C 4.241 -2.245 0.607  -0.163
C 4.093 -2.971 1.946  -0.188
C 3.116 -2.231 2.862  -0.166
C 1.763 -2.080 2.182  -0.112
H 2.935 -1.509 -0.984  0.133
H 2.459 -3.068 -0.292  0.132
H 4.683 -1.258 0.765  0.123
H 4.897 -2.801 -0.062  0.124
H 5.064 -3.062 2.430  0.118
H 3.723 -3.986 1.767  0.121
H 3.512 -1.240 3.100  0.122
H 2.983 -2.769 3.801  0.122
H 1.052 -1.496 2.762  0.122
H 1.321 -3.059 1.985  0.137

Summary:
DFT total energy   -2527.39322 Eh
Energy relative to the best compared isomer or geometry (same formula, charge and spin)   42.0 kJ/mol
Total charge   +1
Orbital gap   8.6359 eV
LUMO energy   -2.452 eV
Max |F|   2.4 eV Å⁻¹



2.
Computed, not measured: a single C19H22N2O4 molecule, with ωB97M-V with the def2-TZVPD basis set.

Last column: Löwdin charge in e.
Positions of all 47 atoms, in Å:
C -3.552 -2.180 3.824  -0.057
H -4.101 -1.910 4.722  0.077
H -3.285 -3.233 3.875  0.079
H -2.638 -1.589 3.780  0.077
C -4.413 -1.911 2.596  -0.231
H -4.666 -0.848 2.546  0.113
H -5.334 -2.498 2.636  0.127
O -3.771 -2.346 1.402  -0.058
C -2.671 -1.641 0.994  -0.211
C -1.517 -2.369 0.717  0.018
C -0.354 -1.750 0.306  -0.027
C -0.318 -0.364 0.170  -0.131
C -1.484 0.362 0.385  0.076
C -2.663 -0.252 0.778  -0.204
O -3.775 0.537 0.963  -0.074
C -4.840 0.297 0.048  -0.235
C -4.497 0.760 -1.362  -0.058
H -3.663 0.184 -1.758  0.077
H -5.358 0.624 -2.010  0.077
H -4.221 1.811 -1.355  0.081
H -5.110 -0.766 0.038  0.119
H -5.678 0.874 0.448  0.126
H -1.478 1.431 0.233  0.137
C 0.891 0.387 -0.263  -0.393
O 0.788 1.433 -0.892  0.058
N 2.057 -0.187 0.118  0.150
C 3.424 0.162 0.010  -0.143
C 4.246 -0.431 0.969  -0.038
C 5.611 -0.236 0.980  -0.095
C 6.187 0.566 0.009  -0.081
C 5.394 1.160 -0.949  -0.004
C 4.010 0.974 -0.978  -0.145
N 3.230 1.579 -1.954  0.126
C 3.623 2.143 -3.131  -0.511
O 4.756 2.147 -3.563  0.057
C 2.452 2.757 -3.869  0.004
H 1.994 3.531 -3.257  0.086
H 1.702 1.997 -4.077  0.084
H 2.800 3.188 -4.803  0.081
H 2.232 1.652 -1.721  0.082
H 5.837 1.773 -1.716  0.102
H 7.253 0.729 -0.002  0.104
H 6.217 -0.709 1.738  0.100
H 3.793 -1.062 1.722  0.111
H 1.938 -0.978 0.738  0.123
H 0.509 -2.357 0.073  0.115
H -1.557 -3.440 0.839  0.125

Summary:
DFT total energy   -1147.71538 Eh
Energy relative to the best compared isomer or geometry (same formula, charge and spin)   126.4 kJ/mol
Total charge   0
Orbital gap   8.5208 eV
SMILES string   CCOc1ccc(C(=O)Nc2ccccc2NC(C)=O)cc1OCC
LUMO energy   0.367 eV
Max |F|   0.6 eV Å⁻¹



3.
Computed, not measured: a single C19H22N2O4S molecule at a distorted geometry, with ωB97M-V with the def2-TZVPD basis set.

Last column: Löwdin charge in e.
Positions of all 48 atoms, in Å:
C 0.613 3.991 -0.745  -0.078
H 0.824 3.442 -1.658  0.057
H 1.402 4.721 -0.586  0.074
H -0.333 4.516 -0.854  0.076
C 0.558 3.016 0.435  -0.202
C -0.592 2.072 0.275  -0.209
C -0.482 0.859 -0.395  -0.208
C -1.569 0.029 -0.573  0.010
C -2.820 0.385 -0.072  -0.130
C -2.945 1.597 0.608  0.004
C -1.849 2.417 0.773  -0.012
H -1.960 3.353 1.301  0.120
H -3.902 1.892 1.009  0.114
C -3.959 -0.492 -0.259  -0.216
C -5.294 -0.348 0.030  0.045
C -5.876 -1.566 -0.403  -0.349
N -4.953 -2.350 -0.899  0.103
O -3.771 -1.703 -0.817  0.013
C -7.302 -1.967 -0.340  -0.028
H -7.913 -1.269 -0.910  0.083
H -7.649 -1.959 0.692  0.082
H -7.416 -2.965 -0.752  0.080
H -5.796 0.486 0.472  0.111
H -1.435 -0.897 -1.109  0.122
S 1.063 0.297 -1.124  0.688
O 1.545 1.293 -2.037  -0.274
O 0.853 -1.030 -1.633  -0.287
N 2.142 0.310 0.165  -0.096
H 3.031 0.631 -0.196  0.101
C 2.291 -0.873 0.999  -0.382
C 0.922 -1.345 1.471  -0.048
H 1.039 -2.126 2.218  0.087
H 0.372 -0.517 1.912  0.085
H 0.358 -1.740 0.632  0.071
H 2.885 -0.558 1.869  0.153
C 3.040 -2.008 0.269  -0.076
C 4.457 -1.647 -0.008  -0.279
C 5.629 -2.147 0.480  -0.025
C 6.669 -1.397 -0.125  -0.063
C 6.055 -0.493 -0.931  -0.115
O 4.717 -0.633 -0.866  0.026
H 6.434 0.273 -1.577  0.120
H 7.722 -1.520 0.023  0.100
H 5.740 -2.953 1.176  0.108
H 2.511 -2.203 -0.667  0.114
H 3.024 -2.908 0.883  0.131
H 1.489 2.455 0.480  0.084
H 0.434 3.578 1.364  0.115

Summary:
DFT total energy   -1545.81385 Eh
Energy relative to the best compared isomer or geometry (same formula, charge and spin)   320.4 kJ/mol
Total charge   0
Orbital gap   8.8225 eV
SMILES string   CCc1ccc(-c2cc(C)no2)cc1S(=O)(=O)N[C@@H](C)Cc1ccco1
LUMO energy   0.215 eV
Max |F|   1.4 eV Å⁻¹



4.
Computed, not measured: a single C19H22N6O molecule at a distorted geometry, with ωB97M-V with the def2-TZVPD basis set.

Last column: Löwdin charge in e.
Positions of all 48 atoms, in Å:
C 5.634 1.704 3.310  -0.052
C 4.399 1.009 2.826  -0.276
C 3.444 1.696 2.085  -0.030
C 2.316 1.052 1.618  -0.011
C 2.126 -0.304 1.864  -0.142
C 3.072 -0.994 2.613  -0.029
C 4.191 -0.339 3.092  -0.041
H 4.916 -0.883 3.681  0.110
H 2.924 -2.039 2.851  0.111
C 0.912 -0.952 1.301  -0.455
O -0.148 -0.366 1.175  0.064
N 1.077 -2.259 0.950  0.065
H 2.027 -2.597 0.889  0.135
C 0.125 -2.913 0.083  -0.170
C 0.581 -2.832 -1.387  -0.092
C 0.935 -1.422 -1.679  -0.320
N 2.146 -0.914 -1.754  0.068
N 2.063 0.408 -1.871  0.059
C 0.784 0.730 -1.853  -0.300
C 0.092 1.958 -1.892  0.027
C -1.260 1.920 -1.791  0.022
C -1.939 0.657 -1.667  -0.272
N -1.299 -0.495 -1.664  0.180
N 0.026 -0.419 -1.738  0.009
N -3.280 0.592 -1.589  -0.078
C -4.177 1.714 -1.408  -0.161
C -5.480 1.069 -0.932  -0.164
H -5.473 0.980 0.155  0.115
C -5.431 -0.320 -1.565  -0.164
H -5.724 -0.264 -2.615  0.113
C -3.955 -0.682 -1.450  -0.159
H -3.720 -1.125 -0.476  0.127
H -3.611 -1.369 -2.226  0.117
H -6.075 -1.035 -1.060  0.110
H -6.355 1.642 -1.230  0.109
H -4.325 2.239 -2.361  0.125
H -3.786 2.424 -0.675  0.120
H -1.840 2.828 -1.810  0.100
H 0.649 2.875 -1.988  0.119
H -0.229 -3.164 -2.037  0.114
H 1.463 -3.451 -1.551  0.115
H 0.004 -3.955 0.391  0.117
H -0.823 -2.382 0.199  0.107
H 1.573 1.585 1.045  0.110
H 3.589 2.745 1.873  0.113
H 6.055 1.197 4.175  0.075
H 6.387 1.710 2.521  0.086
H 5.419 2.738 3.574  0.077

Summary:
DFT total energy   -1141.00559 Eh
Energy relative to the best compared isomer or geometry (same formula, charge and spin)   0.0 kJ/mol
Total charge   0
Orbital gap   8.6596 eV
SMILES string   Cc1ccc(C(=O)NCCc2nnc3ccc(N4CCCC4)nn23)cc1
LUMO energy   0.543 eV
Max |F|   1.4 eV Å⁻¹